# 1
The following is a DFT calculation (ωB97M-V/def2-TZVPD) of C5H8O2 as an isolated structure in a non-equilibrium geometry.

Properties
Relative energy (zero: lowest compared OMol25 entry of this formula, charge and spin), kcal/mol: 40.73
M, g/mol: 100.12
2S+1: 1
Kohn-Sham gap, eV: 10.8
Maximum force, eV/Å: 1.184

Cartesian coordinates (Å):
1 C -0.36033 -1.01845 0.15175
2 H 0.63461 1.87542 0.68702
3 C -0.76731 0.72624 -0.60424
4 H 1.65084 -1.03903 -1.22351
5 O -0.53773 -0.58147 -1.22970
6 C -1.44128 -0.01340 0.56722
7 H -1.40399 0.43317 1.56517
8 O 2.04427 -0.89979 -0.34256
9 C 0.98374 -0.33339 0.46381
10 H 1.41231 1.20371 -0.84506
11 C 0.63037 1.07284 -0.06048
12 H 1.32369 -0.39419 1.50014
13 H -2.44520 -0.36884 0.32279
14 H -1.28982 1.43520 -1.24820
15 H -0.43419 -2.09802 0.29587

Forces on atoms 1 to 6 (eV/Å):
C 0.138 -0.323 0.147
H 0.050 -0.179 -0.259
C 0.009 0.209 -0.227
H 0.133 0.102 0.340
O -0.019 0.079 -0.040
C 0.081 0.115 0.154

# 2
The following is a DFT calculation (ωB97M-V/def2-TZVPD) of one molecule with the formula C9H11NOS in a non-equilibrium geometry.

Properties
Relative energy (zero: lowest compared OMol25 entry of this formula, charge and spin), kcal/mol: 69.18
M, g/mol: 181.26
2S+1: 3
Kohn-Sham gap (spin up / spin down), eV: 6.7 / 8.1
Maximum force, eV/Å: 5.001
<S²>: 2.032

Cartesian coordinates (Å):
1 O -1.33525 2.25678 1.94660
2 H 1.04531 2.54925 1.43088
3 H 2.50637 0.43495 -0.90596
4 C 1.60930 -0.12063 -1.24296
5 H 1.29741 -2.60593 0.00264
6 H 1.89758 -1.06661 -1.63878
7 H 1.08851 0.25398 -2.04725
8 H 0.90307 -1.92866 1.65043
9 C 1.21276 1.92072 0.62584
10 C -0.64454 -0.43699 -0.29580
11 C -1.65204 0.39202 0.28351
12 S -1.32986 -1.63766 -1.36700
13 H 2.48144 -1.62599 0.77847
14 C 0.86370 -0.35620 0.02684
15 H -3.67717 -1.70903 -1.35357
16 C -2.98543 -0.12052 -0.09442
17 C -2.94011 -1.10770 -1.02083
18 C -1.48143 1.39660 1.17793
19 H -3.89057 0.39382 0.33781
20 H 0.46140 2.20099 -0.19954
21 N 1.06778 0.51894 1.12151
22 H 2.20662 2.18785 0.13354
23 C 1.29517 -1.78999 0.65010

Forces on atoms 1 to 6 (eV/Å):
O -0.349 0.084 0.052
H -0.101 1.350 1.512
H -0.192 -0.235 -1.114
C 2.476 -0.342 1.604
H -0.853 -1.390 -1.117
H 0.689 -0.930 -0.082

# 3
The following is a DFT calculation (ωB97M-V/def2-TZVPD) of C3H9NO2S as an isolated structure in a non-equilibrium geometry.

Properties
Relative energy (zero: lowest compared OMol25 entry of this formula, charge and spin), kcal/mol: 18.08
M, g/mol: 123.18
2S+1: 1
Kohn-Sham gap, eV: 5.6
Maximum force, eV/Å: 2.291
Total charge: -2

Cartesian coordinates (Å):
1 H -1.49791 -1.66567 -0.92320
2 H 0.43067 1.91839 1.88159
3 H 1.26342 -1.61063 0.04892
4 H 1.84120 0.62280 0.48356
5 S 1.70706 2.94379 -0.71530
6 H -0.81359 0.79447 1.63599
7 H 0.82187 0.95963 -1.69498
8 H -0.49691 1.80538 -0.99084
9 C 0.77068 0.50799 0.36580
10 H -0.22635 -1.39270 0.94692
11 O -0.29408 -1.19584 -1.10574
12 C 0.36737 -0.95728 0.12018
13 H -2.10277 -3.01413 -0.28140
14 N 0.17725 0.97861 1.63018
15 C 0.52986 1.49620 -0.78745
16 O -2.47776 -2.19102 -0.61423

Forces on atoms 1 to 6 (eV/Å):
H 0.375 0.120 0.328
H -0.181 0.360 -0.428
H 0.315 0.410 0.559
H 0.395 -0.434 0.243
S -0.474 0.100 0.247
H -0.177 0.384 -0.046

Q: Among the records above, which one has the lowest maximum force?
A: C5H8O2

Q: Which of these has the highest M?
A: C9H11NOS

Q: Which of these has the highest 2S+1?
A: C9H11NOS